{
  "formula": "C27H44BrCrNOP2S",
  "method": "ωB97M-V/def2-TZVPD",
  "lumo_energy_ev": [-7.10, -6.72],
  "s_squared": 6.0979,
  "total_charge": 2,
  "spin_multiplicity": 5,
  "e_homo_ev": [-14.285, -14.325],
  "species": ["C", "C", "C", "C", "N", "C", "C", "C", "C", "C", "C", "C", "C", "C", "Cr", "P", "H", "H", "H", "H", "H", "H", "H", "H", "C", "C", "H", "H", "H", "H", "H", "C", "C", "H", "H", "H", "H", "H", "C", "C", "H", "H", "H", "H", "H", "Br", "P", "C", "C", "H", "H", "H", "H", "H", "C", "C", "H", "H", "H", "H", "H", "C", "C", "H", "H", "H", "H", "H", "C", "S", "C", "O", "H", "H", "H", "H", "H", "H"],
  "xyz": [[1.9154, 3.8193, -0.0077], [1.0074, 3.0435, -0.7798], [1.0656, 3.0833, -2.1955], [2.1061, 3.8151, -2.7734], [2.9733, 4.4908, -2.0324], [2.9056, 4.5259, -0.7082], [0.0926, 2.2347, -0.1445], [-0.9160, 2.0359, 0.5883], [-2.2669, 2.2617, 0.9690], [-2.9796, 1.1506, 1.4756], [-4.2842, 1.3262, 1.9103], [-4.8362, 2.6117, 1.7518], [-4.1647, 3.7239, 1.2214], [-2.8484, 3.5373, 0.8153], [-0.7087, -0.1679, 1.0983], [1.8491, -0.4907, 0.2296], [0.3286, 2.5223, -2.7879], [1.8481, 3.8211, 1.0834], [2.1948, 3.8200, -3.8664], [3.6273, 5.1091, -0.1294], [-2.2173, 4.3169, 0.3865], [-2.5057, 0.1212, 1.5017], [-4.6307, 4.7076, 1.1033], [-4.8718, 0.5158, 2.3398], [2.5395, -2.2066, 0.5335], [3.8026, -2.7331, -0.1602], [1.7068, -2.8863, 0.3049], [2.6920, -2.2491, 1.6213], [3.9665, -3.7694, 0.1705], [3.7298, -2.7668, -1.2545], [4.7152, -2.1842, 0.1040], [2.3467, -0.2107, -1.5573], [3.7361, 0.2917, -1.9703], [1.6001, 0.4989, -1.9409], [2.1683, -1.1603, -2.0825], [3.7664, 0.3981, -3.0666], [3.9708, 1.2847, -1.5640], [4.5528, -0.3991, -1.7128], [3.1162, 0.5279, 1.1379], [4.6078, 0.1634, 1.1768], [2.7628, 0.5527, 2.1793], [3.0032, 1.5450, 0.7403], [5.1343, 0.9288, 1.7671], [4.8061, -0.7923, 1.6776], [5.0999, 0.1473, 0.1968], [-6.7096, 2.7821, 2.3313], [-1.3178, -1.4813, -0.9255], [-0.2813, -2.4801, -2.0396], [-0.8944, -3.7503, -2.6382], [0.6048, -2.7458, -1.4422], [0.0962, -1.8478, -2.8545], [-0.1714, -4.2875, -3.2691], [-1.2149, -4.4526, -1.8614], [-1.7599, -3.5333, -3.2756], [-2.3736, -2.6179, 0.0679], [-3.7209, -3.0398, -0.5182], [-2.5519, -2.1079, 1.0351], [-1.7808, -3.5095, 0.3280], [-4.2588, -3.6827, 0.1973], [-4.3624, -2.1703, -0.7140], [-3.6066, -3.6088, -1.4526], [-2.3894, -0.3723, -1.9150], [-2.9490, -0.8832, -3.2460], [-1.7601, 0.5174, -2.0851], [-3.2258, -0.0169, -1.2910], [-3.5603, -0.1104, -3.7384], [-2.1549, -1.1555, -3.9510], [-3.6019, -1.7571, -3.1120], [-1.2195, -1.6945, 3.8010], [0.1885, -0.6975, 3.2896], [-0.1006, 0.9223, 4.0031], [1.4443, -1.2564, 3.8555], [-2.1415, -1.0894, 3.7649], [-1.0097, -2.0566, 4.8190], [-1.2885, -2.5219, 3.0686], [0.4241, 0.9832, 4.9646], [0.3042, 1.6758, 3.3082], [-1.1641, 1.1304, 4.1454]],
  "mulliken_spin": [0.0215, 0.0680, 0.0191, -0.0075, 0.0194, -0.0073, 0.0106, -0.0609, -0.0635, 0.0657, 0.0417, -0.0057, 0.0095, 0.0025, 3.9936, -0.1838, 0.0004, 0.0008, -0.0001, 0.0000, -0.0003, -0.0354, 0.0002, 0.0007, -0.0118, -0.0022, 0.0097, 0.0167, -0.0007, 0.0002, 0.0004, -0.0129, -0.0060, -0.0026, 0.0016, -0.0007, 0.0002, 0.0006, -0.0128, -0.0075, 0.0009, 0.0060, -0.0004, -0.0003, 0.0005, -0.0009, -0.0631, -0.0130, -0.0035, 0.0073, 0.0026, -0.0007, 0.0001, 0.0003, 0.0638, 0.0075, -0.0194, 0.0034, 0.0008, -0.0012, 0.0009, 0.0158, 0.0017, 0.0124, 0.0083, -0.0012, -0.0001, 0.0011, 0.0576, 0.0198, 0.0458, -0.0014, -0.0131, 0.0093, -0.0094, 0.0056, -0.0024, -0.0029]
}

---

{
  "formula": "C27H44BrGeN2O4RhSi3",
  "method": "ωB97M-V/def2-TZVPD",
  "lumo_energy_ev": [-3.00, -5.70],
  "s_squared": 8.7991,
  "total_charge": 1,
  "spin_multiplicity": 6,
  "e_homo_ev": [-9.412, -10.967],
  "species": ["Rh", "O", "C", "C", "C", "C", "C", "C", "C", "O", "N", "N", "C", "C", "Br", "C", "C", "C", "C", "C", "C", "C", "H", "H", "H", "H", "H", "H", "H", "H", "H", "H", "H", "H", "H", "H", "C", "C", "O", "O", "H", "H", "H", "C", "Si", "C", "C", "Ge", "Si", "C", "C", "C", "Si", "C", "C", "C", "H", "H", "H", "H", "H", "H", "H", "H", "H", "H", "H", "H", "H", "H", "H", "H", "H", "H", "H", "H", "H", "H", "H", "H", "H", "H", "H"],
  "xyz": [[0.4282, 0.1005, -0.7887], [-2.8816, -2.6170, -0.5255], [-3.3065, -2.9929, 0.7145], [-4.3714, -3.8787, 0.7991], [-4.8369, -4.2833, 2.0391], [-4.2452, -3.8172, 3.2063], [-3.1910, -2.9242, 3.1175], [-2.7158, -2.4982, 1.8827], [-1.6477, -1.4437, 1.8044], [-2.2041, -0.2457, 1.3295], [-0.5823, -1.9010, 0.9019], [0.4924, -1.0007, 0.7716], [1.2827, -0.7955, 1.8917], [2.2542, 0.1303, 1.9747], [2.5555, 1.1821, 0.3889], [3.1122, 0.4510, 3.0709], [2.7652, 0.3884, 4.4478], [3.7865, 0.5644, 5.4086], [3.5107, 0.5210, 6.7581], [2.2072, 0.3137, 7.2025], [1.1816, 0.1588, 6.2753], [1.4506, 0.1929, 4.9218], [-1.9680, -2.2924, -0.4385], [-4.8122, -4.2491, -0.1169], [-5.6642, -4.9784, 2.0937], [-4.6052, -4.1429, 4.1720], [-2.7312, -2.5374, 4.0203], [-1.2523, -1.2452, 2.8136], [-0.2460, -2.8193, 1.1828], [1.1417, -1.4754, 2.7256], [4.1141, 0.7822, 2.8265], [4.8014, 0.7265, 5.0670], [4.3120, 0.6500, 7.4732], [1.9917, 0.2809, 8.2616], [0.1644, 0.0160, 6.6174], [0.6354, 0.0992, 4.2169], [0.7763, 0.9279, -4.7331], [0.6724, 0.5875, -3.2819], [0.0459, 1.3635, -2.4801], [1.1988, -0.4477, -2.8045], [1.4227, 1.7992, -4.8483], [-0.2062, 1.1900, -5.1244], [1.1954, 0.0923, -5.2853], [1.7209, 4.1180, -1.4568], [-0.1338, 4.4000, -1.4796], [-0.7270, 4.5896, -3.2484], [-0.5441, 5.9620, -0.5113], [-1.5384, 1.0139, 0.2012], [-3.6269, 1.3025, -1.1560], [-3.8663, 3.0667, -1.6818], [-4.9508, 0.6687, -0.0185], [-3.2408, 0.1835, -2.5887], [-1.5891, 2.6706, 2.2131], [-2.7909, 3.9851, 1.6967], [-2.1772, 1.6876, 3.6710], [0.1819, 3.2075, 2.3648], [2.2034, 4.9486, -1.9830], [1.9850, 3.1944, -1.9726], [2.1342, 4.0885, -0.4478], [-0.0704, 5.3023, -3.7585], [-1.7417, 4.9851, -3.3069], [-0.6839, 3.6436, -3.7865], [0.0075, 6.7969, -0.9573], [-0.2498, 5.9040, 0.5381], [-1.6056, 6.2098, -0.5582], [-4.0752, 3.7339, -0.8470], [-4.7271, 3.0968, -2.3574], [-2.9998, 3.4388, -2.2271], [-5.0293, 1.2593, 0.8956], [-4.7609, -0.3688, 0.2576], [-5.9133, 0.7227, -0.5359], [-2.3678, 0.5391, -3.1372], [-4.0995, 0.1929, -3.2680], [-3.0820, -0.8469, -2.2694], [-3.7972, 3.5775, 1.5894], [-2.4921, 4.4579, 0.7626], [-2.8254, 4.7548, 2.4743], [-3.1661, 1.2633, 3.5012], [-2.2295, 2.3601, 4.5335], [-1.4901, 0.8787, 3.9167], [0.5824, 3.5940, 1.4275], [0.8161, 2.3895, 2.7107], [0.2263, 4.0077, 3.1119]],
  "mulliken_spin": [1.5270, 0.0017, 0.0085, -0.0012, 0.0007, 0.0011, 0.0007, 0.0104, 0.0370, 0.1771, -0.0071, 0.2945, 0.1576, 0.0939, 0.1511, 0.4317, -0.0771, 0.1606, -0.0792, 0.1692, -0.0933, 0.0715, 0.0021, 0.0002, 0.0000, 0.0002, 0.0005, 0.0353, 0.0090, 0.0056, 0.0147, 0.0033, -0.0017, 0.0102, -0.0008, 0.1095, -0.0013, -0.0213, -0.0567, 0.0978, 0.0006, 0.0007, 0.0010, 0.0739, 0.6484, 0.0722, 0.0953, -0.0560, 0.2219, 0.0799, 0.0119, 0.0743, 0.4496, 0.0030, 0.0143, 0.0857, 0.0203, -0.0096, -0.0109, 0.0238, 0.0018, -0.0192, 0.0253, -0.0119, -0.0071, 0.0034, 0.0051, -0.0303, -0.0011, -0.0044, 0.0064, -0.0173, 0.0165, -0.0172, 0.0023, 0.0130, 0.0096, -0.0011, 0.0093, -0.0059, -0.0097, -0.0267, 0.0160]
}

---

Calculated ΔE to the lowest compared entry with this formula, charge and spin, 0.0 0.0 kcal/mol (same order as the records).